Molecular formula: C31H75F5N6O18S2V
Method: DFT, wB97M-V/def2-TZVPD

- net charge = -1
- frontier orbital gap (spin up / spin down) (eV) = 6.82 / 7.87
- spin multiplicity = 3

Each line ends with the Löwdin charge.
Geometry (Å):
V: 1.7727 1.8904 3.0388  0.829
S: 0.0430 1.9712 0.2349  0.390
S: -0.9123 3.5318 1.6238  0.657
F: 6.0344 0.1861 -0.5338  0.115
F: -0.5851 4.1758 3.0901  -0.204
F: 6.6812 1.1415 1.2402  0.110
F: 5.9940 2.2970 -0.3637  0.116
F: 1.0158 0.6225 0.2662  -0.206
O: 1.6530 0.2729 3.0611  -0.402
O: -7.5107 3.0268 -5.6735  -0.188
O: 6.0008 -0.4229 6.0223  -0.200
O: -0.7791 4.6811 0.7747  -0.258
O: 3.7431 2.1159 1.5878  -0.205
O: 2.0638 7.6282 -2.8550  0.078
O: -2.5191 -1.9916 -2.3057  -0.213
O: -1.1720 1.2580 -0.0043  -0.249
O: 1.5480 0.6646 -4.8635  -0.085
O: -0.8800 -7.7685 -4.2888  -0.216
O: 0.5937 2.6819 -0.8955  -0.261
O: -1.8870 -2.1905 2.9211  -0.189
O: -2.6863 -6.3706 3.9665  -0.190
O: 2.4273 4.1844 3.3615  -0.258
O: 4.0646 -0.0619 1.6628  -0.131
O: -2.2915 2.9363 1.8954  -0.282
O: 0.1873 6.6789 -2.6726  0.099
O: -3.6452 4.4390 -2.7050  -0.189
N: -0.8218 -4.4543 4.5216  -0.060
N: 1.2635 6.9386 -2.3164  -0.510
N: 3.7157 1.9456 4.5560  -0.114
N: -4.4996 3.8543 -5.4071  -0.044
N: 0.3784 2.3956 1.5953  -0.332
N: -1.8139 -5.4074 -3.4524  -0.074
C: 2.6513 5.0592 2.2582  -0.077
C: -3.1074 3.8164 -4.9115  -0.202
C: 5.2976 -1.2378 6.8632  -0.148
C: -1.8461 -4.8329 5.4595  -0.245
C: 3.5120 4.3358 4.2229  -0.192
C: 5.7040 1.1752 0.3090  -0.531
C: 1.6004 6.3463 -0.9867  0.040
C: -1.9411 -2.8312 -3.2487  -0.245
C: -0.7078 -5.2614 -4.4474  -0.173
C: -0.6518 -6.6615 -5.0877  -0.238
C: 2.6629 2.0505 -3.3247  -0.095
C: -6.3512 2.4896 -6.2819  -0.236
C: -2.0072 -4.2490 -2.5569  -0.171
C: -2.8799 3.4523 -3.4391  -0.186
C: -3.4976 4.2801 -1.3226  -0.113
C: 3.7732 -1.2657 0.9977  -0.262
C: 5.5648 0.9008 5.9131  -0.169
C: 4.1709 1.0908 0.8292  -0.434
C: -2.4673 -0.5595 -2.4335  -0.067
C: -1.9776 -7.2865 3.1685  -0.123
C: -1.5490 -8.8714 -4.8203  -0.113
C: 1.3249 1.6028 -3.8110  -0.320
C: -8.6168 2.9359 -6.5613  -0.124
C: -5.0661 2.5232 -5.3956  -0.201
C: 3.9411 -2.3138 2.0960  -0.066
C: -1.2479 -1.3959 1.9433  -0.098
C: 4.0058 0.8233 5.4459  -0.136
C: -0.3798 -3.0735 4.7010  -0.179
C: -1.3949 -1.9487 4.2508  -0.196
C: -2.1164 -6.3182 5.2858  -0.214
C: 3.6241 3.1571 5.2729  -0.199
H: -1.8272 3.5028 -3.1611  0.120
H: 0.2259 -4.9918 -3.9537  0.113
H: -0.9670 -6.9156 2.9974  0.078
H: -0.1977 -1.2621 2.2026  0.067
H: 4.3987 1.9791 3.8127  0.109
H: 1.7912 1.2863 -5.5534  0.070
H: 1.7972 4.9682 1.5871  0.067
H: 4.3650 -1.5907 6.4228  0.081
H: -1.2060 -6.8705 5.5187  0.123
H: 2.5128 2.5997 -2.3952  0.049
H: 3.3559 0.8137 6.3209  0.121
H: 3.5486 4.7839 1.7041  0.097
H: -1.4232 -6.6935 -5.8571  0.116
H: -0.9111 -0.9870 4.4213  0.105
H: -1.0619 -4.5092 -5.1523  0.110
H: -1.7861 -8.1599 3.7919  0.080
H: 5.6916 1.4500 6.8461  0.111
H: 2.7648 -1.2741 0.5840  0.116
H: 3.0367 3.1703 6.1910  0.128
H: -1.2472 -9.4052 -5.7214  0.082
H: -2.8450 -6.5044 6.0748  0.111
H: -1.4500 -9.5449 -3.9690  0.095
H: 3.3262 1.2872 -2.9179  0.078
H: 4.5800 3.2706 5.7842  0.105
H: -1.6585 -4.7066 6.5258  0.117
H: 3.3539 5.2273 4.8297  0.128
H: -9.2660 3.4496 -5.8524  0.090
H: 5.8323 -2.1563 7.1054  0.094
H: 3.5538 1.0051 -0.0652  0.134
H: -3.0300 -0.0780 -1.6338  0.087
H: -2.5392 -2.7208 -4.1532  0.118
H: -1.5014 -1.6495 0.9140  0.089
H: 3.5464 -3.2837 1.7934  0.070
H: 0.7935 1.0632 -3.0271  0.097
H: -0.0997 -3.0265 5.7534  0.107
H: -8.4750 3.6020 -7.4124  0.082
H: 4.6125 -1.4426 0.3250  0.108
H: 4.9779 -0.6369 7.7146  0.090
H: 1.4402 5.2729 -1.0881  0.087
H: -4.4883 1.8279 -6.0045  0.113
H: 5.0038 -2.5321 2.2018  0.067
H: -2.5595 -8.5259 -5.0384  0.089
H: -3.0492 -4.2307 -2.2375  0.108
H: -2.7275 3.5527 -1.0655  0.063
H: -6.5118 1.5108 -6.7339  0.106
H: -4.9405 4.2856 -4.6073  0.095
H: 0.3470 -6.8076 -5.4990  0.119
H: 4.4523 4.3267 3.6715  0.133
H: -2.7623 4.8478 -4.9828  0.112
H: -6.2530 3.0034 -7.2381  0.110
H: -1.4204 -0.2664 -2.3545  0.076
H: -4.4373 3.9966 -0.8486  0.092
H: -2.7167 -4.2075 5.2619  0.117
H: 3.9251 -0.1074 4.8842  0.108
H: 2.7451 6.0867 2.6097  0.100
H: -8.9961 1.9734 -6.9047  0.086
H: -3.1245 5.1752 -0.8251  0.083
H: 3.5919 -1.8940 3.0394  0.061
H: 0.6715 2.4135 -4.1336  0.109
H: -1.7078 -0.4109 2.0235  0.076
H: 2.6140 6.6178 -0.6919  0.096
H: -1.9461 -6.3759 -3.1981  0.091
H: -0.8926 -2.7085 -3.5203  0.110
H: -2.8373 -0.2903 -3.4228  0.077
H: -2.2406 -1.8426 4.9303  0.103
H: -1.3578 -4.2319 -1.6817  0.112
H: -2.4594 -7.3656 2.1940  0.093
H: 3.2779 2.6887 -3.9591  0.075
H: -1.1544 -4.6089 3.5805  0.102
H: -5.1703 2.1131 -4.3911  0.119
H: -2.4278 3.3007 -5.5901  0.113
H: 0.5456 -2.8332 4.1775  0.104
H: -3.2646 2.4645 -3.1855  0.104
H: 6.2097 1.1870 5.0823  0.134
H: 0.8447 6.7621 -0.3203  0.098

Atoms 1-2, force components in eV/Å:
V 3.1 -2.6 -0.6
S 2.9 -8.6 -9.9


Molecular formula: C25H32BCl3N3O5PdS2Si
Method: DFT, wB97M-V/def2-TZVPD

- net charge = -1
- frontier orbital gap (eV) = 8.19
- spin multiplicity = 1
- energy above the lowest of the compared OMol25 structures with the same formula, charge and spin (kJ/mol) = 0.0

Each line ends with the Löwdin charge.
Geometry (Å):
Pd: -0.6473 0.4143 -1.8016  0.705
Cl: -2.0959 0.9891 -5.0551  0.177
Cl: -2.1518 -2.0982 -3.9722  0.202
Cl: 0.6588 -0.7785 -5.0279  0.228
S: 1.7611 -3.3146 -1.6933  0.972
S: -1.9137 -2.1304 -0.3669  1.010
Si: -1.0182 -0.3519 -3.8903  -0.713
O: 0.8742 3.5386 3.4119  0.079
O: -2.2669 2.2023 0.1400  0.044
O: -2.1708 -0.7770 -1.0149  -0.649
O: 0.5314 -2.5060 -1.9373  -0.597
O: 1.7969 0.2551 0.4877  0.028
N: 0.6871 1.6224 -2.6095  -0.020
N: 1.2746 1.9034 1.9190  0.214
N: -0.2239 1.2560 0.1951  0.071
C: 3.1761 -2.2959 -2.0824  -0.388
C: -4.6882 -3.5006 2.2248  -0.086
C: -0.6056 -1.8005 0.8377  -0.331
C: 0.5028 2.8930 2.4499  -0.440
C: 0.9692 1.1001 0.8063  -0.536
C: 0.7422 -3.9783 0.7586  -0.240
C: -1.9340 3.0492 2.8401  -0.176
C: -1.1546 2.1417 0.6440  -0.476
C: 4.0918 -0.1464 -2.5757  -0.035
C: -3.6676 -3.4447 1.2852  -0.092
C: -4.8993 -1.1019 2.1377  -0.065
C: 5.5095 -2.1000 -2.5564  -0.096
C: -5.3000 -2.3302 2.6507  -0.087
C: 4.4183 -2.8954 -2.2436  -0.104
C: -3.8775 -1.0335 1.2034  -0.061
C: -3.2640 -2.2110 0.7991  -0.370
C: -0.0892 -3.0091 1.5999  -0.216
C: -2.0369 1.6753 3.4932  -0.069
C: 2.9967 -0.9351 -2.2491  -0.080
C: 5.3424 -0.7293 -2.7238  -0.075
C: 0.2487 4.6959 0.0511  -0.064
C: 1.9647 -3.3127 0.1089  -0.312
C: 1.4908 2.2982 -3.0849  -0.201
C: -0.8316 3.1275 1.7739  -0.315
C: -0.7992 4.5379 1.1477  -0.169
B: 2.6024 3.2475 -3.6880  -0.438
H: -6.1002 -2.3754 3.3784  0.100
H: 2.0864 -2.2677 0.4067  0.086
H: -1.1059 1.4038 3.9971  0.079
H: 3.9595 0.9187 -2.7221  0.089
H: -1.7219 3.8096 3.5938  0.117
H: 3.1181 2.6552 -4.6135  -0.001
H: 3.4004 3.4604 -2.7951  -0.003
H: 0.1783 -1.3533 0.2260  0.039
H: 0.1090 -4.4250 -0.0149  0.097
H: -2.8738 3.3019 2.3483  0.117
H: 4.5287 -3.9695 -2.1392  0.102
H: -5.0123 -4.4573 2.6137  0.101
H: 2.0133 -0.5041 -2.1275  0.057
H: -0.6195 5.2500 1.9562  0.118
H: 1.0698 -4.8002 1.3977  0.107
H: -3.1970 -4.3522 0.9246  0.110
H: -2.2613 0.9052 2.7511  0.055
H: 0.0761 4.0039 -0.7754  0.071
H: -1.0068 -1.0298 1.4963  0.095
H: 0.2267 5.7063 -0.3575  0.076
H: 0.5391 -2.6199 2.4065  0.124
H: 2.8945 -3.8453 0.3147  0.092
H: 6.1935 -0.1120 -2.9828  0.102
H: -2.8322 1.6546 4.2400  0.073
H: -0.9117 -3.5429 2.0854  0.102
H: -5.3862 -0.1922 2.4644  0.108
H: 1.2581 4.5187 0.4291  0.082
H: -3.5536 -0.0917 0.7722  0.105
H: 2.0531 4.2646 -4.0514  -0.005
H: -1.7960 4.7229 0.7435  0.120
H: 2.1846 1.7460 2.3265  0.158
H: 6.4860 -2.5497 -2.6858  0.096

Atoms 1-2, force components in eV/Å:
Pd 0.0 0.1 0.0
Cl 0.0 0.0 0.0


Molecular formula: C26H56N10
Method: DFT, wB97M-V/def2-TZVPD

- net charge = 0
- frontier orbital gap (eV) = 8.98
- spin multiplicity = 1
- energy above the lowest of the compared OMol25 structures with the same formula, charge and spin (kJ/mol) = 0.0

Each line ends with the natural charge from an NBO analysis.
Geometry (Å):
N: -0.5607 1.2531 -1.9101  -0.646
N: 2.2057 0.4526 1.8417  -0.624
N: 0.0843 0.5508 0.9439  -0.662
N: -1.8755 -0.5860 -2.6535  -0.837
N: -1.0064 -2.8067 -1.4746  -0.596
N: 0.1295 -0.9958 2.7000  -0.868
N: 1.8070 1.3955 -0.3014  -0.886
N: 1.0825 -2.5423 -0.3686  -0.831
N: 0.2082 -0.8650 -1.6751  -0.630
N: -1.8667 -0.3613 1.5604  -0.587
C: -2.6427 2.3995 -1.2454  -0.222
C: -1.5497 2.2259 -2.3191  -0.233
C: -3.9040 3.0498 -1.8240  -0.396
C: -1.2842 -4.1209 -0.9653  -0.224
C: -2.1003 3.5452 2.4454  -0.389
C: -2.7318 -1.2390 2.3029  -0.240
C: -3.6476 -2.1987 0.1541  -0.422
C: -0.8003 0.0004 -2.0776  0.632
C: -2.7235 3.1096 3.7655  -0.599
C: -2.7950 -4.3671 -0.8856  -0.389
C: -0.6167 -0.2914 1.7908  0.609
C: -3.9882 -1.4883 1.4649  -0.388
C: 1.4312 0.8097 0.8854  0.607
C: -2.0942 3.2147 -0.0646  -0.383
C: 3.6253 0.6885 1.7725  -0.216
C: 4.5461 -2.8031 0.3975  -0.610
C: 4.2881 -1.7020 1.4199  -0.400
C: 4.3445 -0.2889 0.8240  -0.224
C: -3.4545 -3.7042 0.3257  -0.395
C: 5.8172 2.2595 -2.7086  -0.599
C: -2.7536 2.8392 1.2602  -0.415
C: 5.7910 0.1532 0.5778  -0.386
C: 0.0217 -2.1305 -1.1500  0.618
C: 5.5597 1.0603 -1.8038  -0.397
C: 5.9482 1.3557 -0.3558  -0.394
C: -4.7458 2.0956 -2.6648  -0.609
H: 1.0506 -0.3871 -1.3837  0.419
H: -3.0184 -0.7692 3.2559  0.185
H: -0.3430 -1.2697 3.5455  0.389
H: -2.8399 -3.8976 1.2077  0.188
H: -2.2377 3.6021 4.6052  0.204
H: -2.6207 2.0338 3.8885  0.200
H: 1.5676 -1.8261 0.1509  0.396
H: -0.8478 -4.2997 0.0309  0.155
H: -3.8160 3.0916 1.2324  0.186
H: -4.5181 3.4122 -0.9975  0.203
H: -1.0336 3.3084 2.4574  0.193
H: 3.8184 -2.7593 -0.4100  0.209
H: 3.2982 -1.8490 1.8585  0.203
H: -5.6473 2.5948 -3.0134  0.214
H: -0.8429 -4.8540 -1.6538  0.196
H: 6.2479 0.3915 1.5421  0.201
H: -1.9191 -1.5902 -2.4714  0.443
H: 3.8047 -0.3013 -0.1279  0.195
H: -4.4285 -4.1694 0.5011  0.199
H: -3.6174 3.9145 -2.4276  0.196
H: 6.1379 0.2056 -2.1618  0.196
H: -2.7301 -1.7562 -0.2317  0.234
H: -2.9535 -5.4465 -0.8259  0.202
H: -1.9979 1.9534 -3.2825  0.176
H: 6.8711 2.5294 -2.6960  0.201
H: 5.5330 2.0334 -3.7336  0.210
H: 3.8444 1.7245 1.4775  0.167
H: 5.0183 -1.7751 2.2294  0.198
H: 1.0558 1.6955 -0.9253  0.443
H: 5.3590 2.1986 0.0127  0.185
H: -3.7830 3.3559 3.7885  0.198
H: 4.4720 -3.7793 0.8717  0.209
H: -0.4786 0.9295 0.1888  0.452
H: 4.0100 0.5475 2.7877  0.198
H: -4.4351 -0.5180 1.2434  0.206
H: -2.2444 -2.1965 2.5390  0.166
H: -3.2596 -4.0069 -1.8043  0.202
H: 5.5404 -2.7151 -0.0333  0.200
H: 0.9237 -3.3795 0.1693  0.397
H: -2.2300 4.2810 -0.2650  0.197
H: -5.0432 1.2312 -2.0735  0.201
H: -1.0208 3.0370 0.0237  0.192
H: 1.0702 -0.6108 2.8026  0.437
H: 6.9958 1.6674 -0.3363  0.203
H: -2.6647 1.7590 1.4020  0.236
H: -4.7062 -2.0746 2.0425  0.194
H: 2.6513 1.9422 -0.3021  0.396
H: 4.5033 0.7926 -1.8637  0.194
H: -1.0246 3.1768 -2.4564  0.195
H: 6.3488 -0.6812 0.1488  0.200
H: -4.1990 1.7485 -3.5394  0.196
H: -2.1994 4.6280 2.3330  0.189
H: -2.7370 -0.0676 -2.6730  0.394
H: -4.4419 -2.0281 -0.5764  0.194
H: -2.9046 1.4045 -0.8660  0.202
H: 5.2416 3.1214 -2.3766  0.197

Atoms 1-2, force components in eV/Å:
N 0.2 0.2 0.1
N -0.2 0.0 0.2


Molecular formula: C5H9NO
Method: DFT, wB97M-V/def2-TZVPD

- net charge = 0
- frontier orbital gap (eV) = 7.92
- spin multiplicity = 1
- energy above the lowest of the compared OMol25 structures with the same formula, charge and spin (kJ/mol) = 776.9

Each line ends with the natural charge from an NBO analysis.
Geometry (Å):
O: 0.7477 -1.8421 1.5641  -0.710
N: -0.0590 0.1499 -0.5873  -0.249
C: -0.4519 -1.6373 0.9347  -0.065
C: -0.8118 1.8862 -1.0383  -0.137
C: -0.8087 0.1425 0.5461  -0.203
C: 1.3685 0.3339 -0.4440  -0.451
C: -0.8930 2.1468 -2.2322  -0.262
H: 1.7787 0.6077 -1.4135  0.220
H: 0.7596 -1.3917 2.4177  0.474
H: 1.8167 -0.6240 -0.1621  0.241
H: 1.6216 1.0996 0.2972  0.188
H: -1.3258 -1.7886 1.5716  0.160
H: -0.9054 2.3067 -3.2800  0.221
H: -0.4908 -2.2108 0.0156  0.190
H: -0.4639 0.7083 1.4172  0.170
H: -1.8826 0.1129 0.3931  0.215

Atoms 1-2, force components in eV/Å:
O 0.9 -0.2 0.5
N -1.2 4.0 -2.1


Molecular formula: C2H5OS
Method: DFT, wB97M-V/def2-TZVPD

- net charge = -1
- frontier orbital gap (eV) = 6.94
- spin multiplicity = 1
- energy above the lowest of the compared OMol25 structures with the same formula, charge and spin (kJ/mol) = 139.6

Each line ends with the natural charge from an NBO analysis.
Geometry (Å):
S: 1.2506 2.6994 0.1911  -1.038
O: 0.8654 -0.4493 0.5466  -0.757
C: -0.3961 -0.9289 0.3343  0.183
C: -0.7845 -1.3706 -0.9565  -0.574
H: 0.8402 0.4649 0.2208  0.521
H: -1.5207 -2.1669 -1.1923  0.197
H: 0.9637 3.4227 1.3210  0.099
H: -1.0116 -0.9089 1.3002  0.156
H: -0.2071 -0.7624 -1.7652  0.212

Atoms 1-2, force components in eV/Å:
S -0.1 0.4 0.3
O -1.2 -0.3 -0.3


Molecular formula: F2HMgO2P
Method: DFT, wB97M-V/def2-TZVPD

- net charge = +1
- frontier orbital gap (spin up / spin down) (eV) = 8.27 / 12.81
- spin multiplicity = 2

Each line ends with the natural charge from an NBO analysis.
Geometry (Å):
P: 0.2656 0.3550 0.2453  2.676
Mg: 0.1955 -1.6453 -2.5049  0.991
F: 1.6322 0.0389 0.9174  -0.497
F: 0.4660 1.7906 -0.3173  -0.496
O: -0.8283 0.3976 1.3489  -0.958
O: -0.1726 -0.6543 -0.7723  -1.277
H: -1.5584 -0.2825 1.0829  0.560

Atoms 1-2, force components in eV/Å:
P 0.0 -0.1 0.0
Mg -0.1 0.1 0.2